Entry 1:
Entry from the Open Molecules 2025 dataset: the ion C23H19F3NO5 with charge -1 (ωB97M-V/def2-TZVPD).

calculated total energy: -44040.6325 eV

ORCA input file:
```
! RIJCOSX wB97M-V def2-TZVPD def2/J DEFGRID3
* xyz -1 1
C 5.96871 -1.65103 6.06866
O 4.92798 -2.09328 5.19274
C 5.25549 -2.45576 3.92644
C 4.19424 -2.89779 3.08531
C 4.41421 -3.06397 1.74179
C 5.60471 -2.62075 1.14299
C 5.52078 -2.36294 -0.32396
C 6.76217 -2.03751 -0.98668
C 7.32661 -0.74517 -0.58878
O 6.96607 -0.13865 0.42859
O 8.15549 -0.12099 -1.46153
C 8.81490 -0.94941 -2.44009
C 9.86391 -1.83658 -1.77504
C 9.45968 0.01723 -3.44385
O 7.86068 -1.71937 -3.15104
C 7.00014 -2.46490 -2.36440
O 6.37132 -3.42644 -2.90491
C 4.17335 -1.07113 -0.52969
C 4.19485 -0.92378 -1.97087
N 4.29055 -0.77703 -3.13516
C 2.77271 -1.00869 0.02031
C 2.46692 -0.42065 1.27283
C 1.29455 -0.75090 1.94258
C 0.34756 -1.55900 1.30809
C -0.86993 -2.05061 2.08749
F -1.92284 -2.35077 1.26459
F -1.30149 -1.13810 3.01253
F -0.53629 -3.22003 2.76517
C 0.54171 -1.97015 -0.00738
C 1.72161 -1.61212 -0.66836
C 6.72218 -2.42685 1.98961
C 6.54637 -2.31812 3.36737
H 5.45804 -1.44212 7.00649
H 6.72550 -2.43885 6.21930
H 6.45605 -0.73600 5.69445
H 3.20336 -3.03794 3.52074
H 3.61578 -3.43493 1.08656
H 5.03093 -3.19422 -0.84976
H 9.40629 -2.54001 -1.07186
H 10.40065 -2.39805 -2.55057
H 10.58807 -1.20901 -1.24142
H 8.67379 0.62919 -3.90117
H 10.17486 0.67020 -2.93333
H 9.97668 -0.55218 -4.22478
H 4.78633 -0.23061 -0.04644
H 3.17695 0.22045 1.79092
H 1.09864 -0.42647 2.96620
H -0.21704 -2.58297 -0.49309
H 1.82402 -1.90908 -1.70753
H 7.73761 -2.27356 1.60051
H 7.38642 -2.04911 4.01924
*
```

Atom charges from the Löwdin analysis, given in e for atoms 1 to 8: number 1, C, carries -0.09; number 2, O, carries -0.11; number 3, C, carries -0.28; number 4, C, carries -0.02; number 5, C, carries -0.05; number 6, C, carries -0.18; number 7, C, carries -0.11; number 8, C, carries -0.11



Entry 2:
Entry from the Open Molecules 2025 dataset: a structure of composition C29H36AuClFN3O8PS2 (ωB97M-V/def2-TZVPD).

energy relative to the best compared isomer or geometry (same formula, charge and spin): 35.9 kcal/mol
calculated total energy: -101397.5365 eV
⟨S²⟩: 0.7531

ORCA input file:
```
! RIJCOSX wB97M-V def2-TZVPD def2/J DEFGRID3
* xyz 0 2
Au 1.31526 1.33000 2.70121
C -3.64110 4.07126 -2.57534
C -2.13474 4.04381 -2.82464
N -1.45018 3.17320 -1.89651
C -0.96799 3.74207 -0.74796
C -0.22513 3.08651 0.18755
C 0.30664 3.95194 1.31692
O 0.05994 5.15042 1.25636
O 1.02130 3.46126 2.24672
C 0.07507 1.71386 -0.02667
O 0.73987 0.93373 0.76290
C -0.39371 1.12453 -1.23665
C -0.04052 -0.21263 -1.53432
C -0.46668 -0.79809 -2.70298
F -0.00620 -2.05911 -2.96829
C -1.34114 -0.16421 -3.57009
C -1.72978 1.16898 -3.25127
C -1.20816 1.83529 -2.15284
N -1.91790 -0.76602 -4.73611
C -1.74897 -0.09751 -6.01846
C -3.04578 -0.37199 -6.82066
N -3.69410 -1.51478 -6.13430
C -2.73607 -2.63788 -6.01050
C -1.74138 -2.19694 -4.91341
H -4.13312 4.70929 -3.30439
H -3.83576 4.46810 -1.58281
H -4.05943 3.06945 -2.62988
H -1.73695 5.05128 -2.68276
H -1.90411 3.73935 -3.85022
H -1.17674 4.79036 -0.60492
H 0.58979 -0.75639 -0.85138
H -2.44005 1.66374 -3.89499
H -0.87802 -0.48794 -6.56163
H -1.60195 0.97158 -5.87404
H -2.84337 -0.62120 -7.86266
H -3.72383 0.48152 -6.78432
H -4.59161 -1.78107 -6.54124
H -3.76182 -1.16600 -5.14794
H -2.24023 -2.80105 -6.96814
H -3.25338 -3.55333 -5.72451
H -0.71558 -2.46653 -5.19624
H -1.97245 -2.68793 -3.96756
C -2.34992 -2.92088 2.43423
C -2.40986 -1.88588 3.54217
O -1.22477 -1.88869 4.32989
P -0.00278 -0.90653 3.97795
S 0.96944 -1.49018 2.34636
S -0.81193 0.96762 3.95000
O 0.96912 -1.17764 5.17859
C 0.85685 -0.61055 6.48912
C -0.08778 -1.44378 7.33353
H -3.30617 -2.94328 1.91807
H -2.15500 -3.90436 2.85217
H -1.55616 -2.66781 1.73474
H -3.22360 -2.11003 4.23798
H -2.56173 -0.88821 3.11712
H 0.51623 0.42650 6.39899
H 1.87878 -0.61505 6.88036
H -1.11113 -1.30183 6.99405
H 0.00160 -1.16095 8.37784
H 0.16284 -2.49656 7.23000
C 4.30908 -1.62721 3.38942
C 4.17608 -1.34783 1.92500
C 4.29430 -2.40434 1.02561
C 4.05228 -2.24018 -0.32490
Cl 4.18916 -3.58816 -1.39427
C 3.68392 -1.00563 -0.83079
C 3.59225 0.05634 0.04072
C 3.84351 -0.09075 1.40440
O 3.64670 1.08141 2.10114
C 4.38999 1.40641 3.26002
C 3.65077 1.09252 4.60398
O 4.31730 0.84402 5.58870
O 2.38307 1.15388 4.56963
H 4.31727 -2.69784 3.56916
H 3.46292 -1.20878 3.92819
H 5.21701 -1.20668 3.81411
H 4.54208 -3.38936 1.39053
H 3.46432 -0.87954 -1.87842
H 3.29695 1.03266 -0.30800
H 4.48715 2.49799 3.23049
H 5.37992 0.94824 3.25109
*
```

Atom charges from the Löwdin analysis, given in e for atoms 1 to 8: number 1, Au, carries 0.88; number 2, C, carries -0.06; number 3, C, carries -0.20; number 4, N, carries -0.04; number 5, C, carries 0.06; number 6, C, carries -0.01; number 7, C, carries -0.63; number 8, O, carries 0.01



Entry 3:
Entry from the Open Molecules 2025 dataset: a structure of composition C4H10IN2O4S2 (ωB97M-V/def2-TZVPD).

calculated total energy: -45252.7680 eV

ORCA input file:
```
! RIJCOSX wB97M-V def2-TZVPD def2/J DEFGRID3
* xyz -1 1
C 3.22784 -0.20809 1.05864
C 2.61111 0.60710 -0.07784
C 1.08786 0.50967 -0.19807
I 0.44706 2.03868 -1.55175
S 0.55634 -1.13365 -0.77599
O 1.24803 -1.31243 -2.02735
O 0.93127 -1.98631 0.32857
N -0.99161 -1.12020 -1.08230
S -2.15455 -1.16319 -0.00257
O -3.32873 -1.68370 -0.67210
O -1.78821 -1.73356 1.27085
C -2.65295 0.51563 0.39558
N -3.15555 1.20584 -0.77984
H 4.31721 -0.17877 0.97812
H 2.90650 -1.24620 1.03134
H 2.95547 0.21555 2.02906
H 2.84266 1.66140 0.08988
H 3.04240 0.33030 -1.04167
H 0.60992 0.70576 0.76086
H -3.41047 0.32954 1.16802
H -1.82252 1.05220 0.85829
H -3.79108 0.57182 -1.25720
H -3.68800 2.02259 -0.50253
*
```

Atom charges from the Löwdin analysis, given in e for atoms 1 to 8: number 1, C, carries -0.11; number 2, C, carries -0.38; number 3, C, carries -0.81; number 4, I, carries 0.84; number 5, S, carries 0.41; number 6, O, carries -0.35; number 7, O, carries -0.34; number 8, N, carries -0.34



Entry 4:
Entry from the Open Molecules 2025 dataset: a cluster of 3 separate species, C4H14NO3 in total (ωB97M-V/def2-TZVPD).

energy relative to the best compared isomer or geometry (same formula, charge and spin): 50.4 kcal/mol
calculated total energy: -12006.7116 eV

ORCA input file:
```
! RIJCOSX wB97M-V def2-TZVPD def2/J DEFGRID3
* xyz -1 1
C 0.87008 -1.65049 0.97609
N -0.25594 -0.63886 1.20706
C -1.32979 -1.75897 -0.78962
C -1.04216 -0.38254 -0.07709
C -0.24173 0.50590 -1.02901
O 0.12799 1.77896 -0.63252
H 0.57098 -2.65150 1.26790
H 1.32565 -1.64971 -0.10522
H 1.84090 -1.35322 1.51471
H -0.02868 0.33456 1.50032
H -2.26787 -1.48792 -1.48102
H -1.63698 -2.65466 -0.02936
H -0.42505 -2.25099 -1.43270
H -2.02710 0.20407 0.14924
H -0.82745 0.44732 -2.00245
H 0.77699 -0.15552 -1.22450
H 3.51182 1.33166 -0.60712
H 2.12069 1.94093 -0.30219
O 3.14276 2.07259 -0.08983
H -1.87190 3.30251 1.14245
H -0.79659 2.28331 0.71087
O -1.53661 2.43259 1.33399
*
```

Atom charges from the Löwdin analysis, given in e for atoms 1 to 8: number 1, C, carries -0.17; number 2, N, carries -0.08; number 3, C, carries -0.14; number 4, C, carries -0.44; number 5, C, carries -0.45; number 6, O, carries -0.35; number 7, H, carries 0.04; number 8, H, carries 0.06



Entry 5:
Entry from the Open Molecules 2025 dataset: an isolated molecule of C3H7NO (ωB97M-V/def2-TZVPD).

energy relative to the best compared isomer or geometry (same formula, charge and spin): 74.3 kcal/mol
calculated total energy: -6759.5281 eV

ORCA input file:
```
! RIJCOSX wB97M-V def2-TZVPD def2/J DEFGRID3
* xyz 0 1
C 1.21424 0.78609 0.64940
N 1.17059 -0.58815 0.32295
C 0.29273 -1.41153 -0.05242
O -0.98584 -1.27664 -0.52762
C -1.48222 0.06841 -0.71364
H 2.16837 0.91228 1.16799
H 1.20391 1.41242 -0.24044
H 0.41026 1.07170 1.33628
H 0.90630 -2.21527 0.37081
H -1.57126 0.60225 0.23877
H -0.84651 0.64661 -1.39417
H -2.48057 -0.00819 -1.15791
*
```

Atom charges from the Löwdin analysis, given in e for atoms 1 to 8: number 1, C, carries -0.16; number 2, N, carries -0.04; number 3, C, carries -0.25; number 4, O, carries -0.09; number 5, C, carries -0.07; number 6, H, carries 0.07; number 7, H, carries 0.07; number 8, H, carries 0.08



Entry 6:
Entry from the Open Molecules 2025 dataset: a cluster of 2 separate species, C5H11NO in total (ωB97M-V/def2-TZVPD).

energy relative to the best compared isomer or geometry (same formula, charge and spin): 56.2 kcal/mol
calculated total energy: -8899.2585 eV

ORCA input file:
```
! RIJCOSX wB97M-V def2-TZVPD def2/J DEFGRID3
* xyz 0 1
C -1.17611 0.91297 1.30749
C -1.51510 0.09626 0.29779
C -1.89141 -1.42128 0.32758
N -1.59430 0.48039 -1.03835
H -1.13962 0.68777 2.33905
H -0.67775 1.83464 1.00271
H -2.11352 -1.65856 1.34563
H -1.10280 -2.05476 -0.09385
H -2.64982 -1.58908 -0.36142
H -1.45464 1.44449 -1.20986
H -2.13442 0.08151 -1.79277
C 3.07918 0.47451 -0.16738
C 1.79180 -0.20565 -0.50880
O 1.43976 -0.54865 -1.60632
H 2.72430 1.31347 0.56346
H 3.54670 0.83897 -1.02928
H 3.77263 -0.32846 0.31494
H 1.09511 -0.35856 0.30940
*
```

Atom charges from the Löwdin analysis, given in e for atoms 1 to 8: number 1, C, carries -0.01; number 2, C, carries -0.46; number 3, C, carries -0.03; number 4, N, carries 0.08; number 5, H, carries 0.03; number 6, H, carries 0.05; number 7, H, carries 0.07; number 8, H, carries 0.08



Entry 7:
Entry from the Open Molecules 2025 dataset: an isolated molecule of C4H6N2O2 (ωB97M-V/def2-TZVPD).

energy relative to the best compared isomer or geometry (same formula, charge and spin): 137.1 kcal/mol
calculated total energy: -11315.0959 eV

ORCA input file:
```
! RIJCOSX wB97M-V def2-TZVPD def2/J DEFGRID3
* xyz 0 1
C -1.44471 0.74832 1.12614
C -0.01287 -0.07215 1.50048
N -0.01160 -0.71062 0.21004
O 1.32463 -1.07682 -0.45197
C 1.22768 -0.69604 -1.82919
O 0.20045 0.32609 -1.84823
C -0.18611 0.38306 -0.64604
N -0.84639 1.29085 -0.03839
H -2.44083 0.27620 0.91212
H -1.66826 1.52168 1.89229
H -0.17174 -0.71020 2.16185
H 0.78919 0.79336 1.57910
H 2.34227 -0.60702 -2.14087
H 0.89830 -1.46672 -2.42734
*
```

Atom charges from the Löwdin analysis, given in e for atoms 1 to 8: number 1, C, carries -0.14; number 2, C, carries -0.05; number 3, N, carries 0.02; number 4, O, carries -0.06; number 5, C, carries -0.12; number 6, O, carries 0.13; number 7, C, carries -0.54; number 8, N, carries 0.07



no.,strongest force on any atom (eV/A)
1,3.75
2,3.94
3,0.44
4,3.31
5,3.65
6,2.97
7,8.40